Record 1
Formula: C31H46BrMgN3OP2
Source: the Open Molecules 2025 dataset
Level of theory: the ωB97M-V functional and the def2-TZVPD basis

Geometry (Å):
N -6.865779 5.271951 -5.567078
C -6.666002 5.873840 -4.396924
C -5.847722 5.315480 -3.407096
C -5.210755 4.066723 -3.639647
C -5.485006 3.445248 -4.884482
C -6.288691 4.108732 -5.825057
C -4.266364 3.483819 -2.677532
Mg 0.167627 -0.147272 1.189319
P 5.989165 -1.092258 -0.001091
C -3.437741 2.453352 -3.012573
C -2.435160 1.901324 -2.143462
C -1.259907 1.311154 -2.671247
C -0.216598 0.984429 -1.787697
C -0.496198 1.092646 -0.457715
C -1.561671 1.731772 0.106493
C -2.620304 2.059501 -0.753981
Br 2.293397 0.986375 0.371445
H -4.168421 3.979425 -1.693072
H -3.432416 2.039659 -4.025985
H -5.708964 5.881684 -2.487250
H -5.084091 2.478455 -5.163296
H -7.180953 6.825787 -4.244195
H -6.472606 3.665868 -6.803460
H -1.146657 1.195776 -3.756290
H -3.560456 2.481753 -0.388433
H 0.757882 0.668849 -2.141733
H -1.621910 1.999020 1.164456
P -0.428819 -2.314538 0.022128
C 5.520885 0.652100 0.260921
C 6.627274 1.604300 -0.199628
H 5.299699 0.821954 1.323907
H 4.593935 0.880153 -0.289423
H 6.442646 2.612191 0.190701
H 7.597411 1.259555 0.172583
H 6.668622 1.655790 -1.293771
C 5.289474 -1.480652 -1.645701
C 6.047353 -2.642373 -2.299767
H 5.419547 -0.575756 -2.254271
H 4.213481 -1.677941 -1.556643
H 5.770190 -2.730600 -3.355365
H 7.130417 -2.478805 -2.254352
H 5.838234 -3.597119 -1.806158
C 5.109989 -2.164873 1.202663
C 5.947626 -2.265482 2.491100
H 5.044159 -3.159514 0.746887
H 4.102540 -1.780159 1.377045
H 5.499767 -2.961439 3.210945
H 6.965510 -2.624025 2.278025
H 6.046112 -1.282467 2.969917
C -0.303743 -3.665331 1.253230
C -1.390325 -4.732803 1.317510
H -0.244984 -3.154823 2.230730
H 0.675972 -4.137949 1.079356
H -2.330898 -4.341833 1.718964
H -1.593149 -5.198226 0.348304
H -1.059917 -5.526707 1.997960
C 0.781729 -2.734058 -1.290431
C 0.293291 -2.638248 -2.734100
H 1.136545 -3.752170 -1.064737
H 1.625809 -2.039331 -1.134290
H -0.465371 -3.399238 -2.951214
H -0.123378 -1.651632 -2.969097
H 1.133264 -2.806994 -3.418503
C -2.085540 -2.333864 -0.745962
C -3.222275 -1.821840 0.130759
H -2.274638 -3.357475 -1.088515
H -2.009186 -1.698127 -1.637003
H -3.986324 -1.353432 -0.499731
H -3.711342 -2.631610 0.681626
H -2.914244 -1.059345 0.856022
N -0.613907 2.584097 7.146064
C -0.331252 2.510302 5.803502
O 0.293741 3.377449 5.198691
C -0.889604 1.313004 5.097576
C -1.809365 0.414997 5.664407
C -2.236551 -0.660818 4.896149
C -1.781215 -0.829402 3.575000
N -0.884226 0.035197 3.026553
C -0.474619 1.104747 3.771491
H -0.148583 3.317310 7.662486
H -0.945386 1.790145 7.681300
H -2.197702 0.565218 6.674677
H -2.932545 -1.400854 5.294708
H -2.125841 -1.680942 2.961368
H 0.226045 1.781176 3.271026

Force components x, y, z for each atom (eV/Å):
-0.3 0.6 -0.3
0.4 -0.7 0.2
0.2 -0.4 -0.2
-0.8 0.6 -0.9
-0.2 0.7 0.1
0.5 -0.4 1.0
0.8 -0.7 -0.3
0.3 0.0 -0.1
-3.0 0.5 -0.3
-1.1 0.9 -0.6
0.2 -0.2 0.8
0.1 0.2 0.6
-0.8 -0.1 -1.3
0.6 0.6 0.2
-1.3 0.6 0.1
0.8 -0.2 0.0
-0.6 -0.4 0.7
-0.2 -0.3 -0.7
-0.2 0.3 0.3
0.1 -0.3 -0.1
0.0 0.1 0.2
0.2 -0.3 0.0
0.0 0.1 0.2
0.0 0.1 0.5
0.5 -0.2 0.0
-0.1 -0.1 0.0
-0.1 -0.2 -0.2
-0.1 0.3 0.2
0.8 0.4 0.6
0.3 0.1 -0.1
0.1 -0.3 -0.2
0.3 -0.6 0.0
0.0 -0.3 -0.2
-0.1 0.3 -0.1
0.1 0.0 0.2
1.1 -0.1 -0.5
0.0 -0.2 -0.2
-0.1 -0.1 0.2
0.2 0.1 0.3
0.0 -0.1 0.2
-0.2 0.0 -0.1
0.0 0.1 -0.1
1.3 -0.6 0.2
0.1 0.1 0.3
-0.1 0.2 -0.1
0.1 0.3 -0.2
0.0 0.2 -0.2
-0.3 0.0 0.0
-0.1 -0.2 0.0
0.1 -0.1 0.4
-0.1 -0.3 0.1
0.1 -0.4 -0.2
-0.2 0.2 0.1
0.1 0.0 -0.2
0.0 0.1 0.1
-0.1 0.1 -0.2
0.4 -0.1 0.0
0.0 -0.1 -0.2
0.0 0.3 -0.2
-0.2 -0.3 -0.1
0.1 0.2 0.0
0.1 -0.2 0.1
-0.2 0.0 0.1
0.2 -0.1 -0.3
-0.4 0.0 0.2
-0.1 0.2 -0.1
0.1 -0.2 0.1
0.1 -0.1 0.2
0.1 0.1 0.0
0.1 0.0 -0.2
0.3 -0.2 -0.5
0.4 1.2 0.6
-0.7 -1.2 0.5
-0.2 -0.4 -0.8
0.4 0.2 -0.5
-0.2 -0.5 -0.8
0.4 0.5 0.7
-0.2 0.2 0.8
-0.3 -0.9 0.1
-0.1 0.0 -0.1
0.2 0.4 -0.2
0.1 -0.2 -0.4
0.2 0.3 -0.1
0.3 0.6 0.4
-0.2 0.0 0.5

relative energy (zero: lowest compared OMol25 entry of this formula, charge and spin) = 0.0 kcal/mol
E_LUMO (alpha / beta) = -8.47 / -6.37 eV
total energy = -133462.083 eV
gap between HOMO and LUMO (alpha / beta) = 3.8 / 5.9 eV
molecular weight = 642.89 g mol⁻¹
charge = +2

***

Record 2
Formula: C39H55AuN2O7P2S
Source: the Open Molecules 2025 dataset
Level of theory: the ωB97M-V functional and the def2-TZVPD basis

Geometry (Å):
Au -0.145306 -0.478062 0.020963
C 1.608931 -0.514149 6.174492
C 1.390913 -0.100644 4.739936
C 2.270693 1.044200 4.299205
O 1.747484 -1.276736 3.897565
P 0.898312 -1.826681 2.720349
O 0.043518 -0.769347 2.041478
C 2.107150 -2.502577 1.580663
P 2.984636 -1.233113 0.628229
O 2.039437 -0.202262 0.086309
O 3.716833 -2.111886 -0.426236
C 4.238582 -1.581954 -1.707167
C 5.602224 -2.199923 -1.903077
C 3.242845 -1.952305 -2.781096
O 4.022663 -0.511885 1.531223
C 5.321998 -1.095088 1.931523
C 6.391556 -0.150978 1.434883
C 5.313779 -1.268821 3.432482
O -0.052223 -2.953144 3.206251
C 0.355803 -4.037155 4.134295
C -0.632619 -4.017989 5.273774
C 0.364983 -5.324806 3.346752
H 1.399233 0.334767 6.823929
H 2.642983 -0.817366 6.330257
H 0.953787 -1.334183 6.461842
H 0.335437 0.114190 4.557601
H 3.302746 0.865507 4.592576
H 1.927960 1.962178 4.774812
H 2.242844 1.176782 3.219467
H 1.575902 -3.128379 0.859818
H 2.820398 -3.127205 2.121697
H 4.316912 -0.496266 -1.600300
H 5.524321 -3.285456 -1.926429
H 6.289869 -1.915190 -1.109221
H 6.019002 -1.864311 -2.850745
H 3.203573 -3.033644 -2.901268
H 3.544369 -1.510037 -3.728617
H 2.244530 -1.593519 -2.528431
H 5.410654 -2.064728 1.431590
H 6.261232 0.833118 1.881652
H 6.361590 -0.047314 0.351926
H 7.372590 -0.531205 1.716156
H 5.378127 -0.303986 3.931571
H 6.176061 -1.863633 3.728389
H 4.412016 -1.775187 3.772669
H 1.357650 -3.791890 4.495945
H -1.641820 -4.180868 4.899750
H -0.607869 -3.068288 5.804282
H -0.391970 -4.812186 5.977273
H -0.625770 -5.532938 2.947422
H 0.648557 -6.146432 4.001159
H 1.074380 -5.291055 2.521810
C 0.463254 0.694790 -2.692022
N -0.376671 -0.232491 -1.925251
C -1.323557 -0.963076 -2.445533
C -2.023714 -1.838012 -1.597103
C -3.009696 -2.824980 -1.708536
C -3.169541 -3.361755 -0.435906
C -2.294936 -2.693287 0.432773
N -1.608027 -1.793000 -0.273388
C 0.316813 2.136505 -2.295743
C -0.494918 2.989642 -3.029114
C -0.605745 4.326293 -2.672424
C 0.103590 4.814424 -1.586125
C 0.932173 3.968547 -0.859791
C 1.041048 2.635402 -1.216580
H 0.182916 0.538270 -3.738915
H 1.502038 0.380324 -2.571268
H -1.528964 -0.881583 -3.509279
H -3.527702 -3.109181 -2.606628
H -3.849213 -4.142222 -0.144576
H -2.156961 -2.811771 1.490637
H -1.045589 2.614967 -3.881752
H -1.234671 4.987076 -3.251504
H 0.026510 5.858223 -1.316451
H 1.506364 4.356598 -0.029925
H 1.716896 1.985868 -0.673329
O -1.424546 1.574705 0.299552
S -1.629099 2.772624 1.205900
C -3.390308 2.803212 1.655534
C -3.958986 1.529388 2.194871
C -4.233565 0.460438 1.345839
C -4.813225 -0.694545 1.847252
C -5.105735 -0.802537 3.200197
C -4.832070 0.257722 4.051699
C -4.270334 1.420285 3.547450
C -0.873912 2.272309 2.766203
C -0.807611 3.374530 3.781455
C -1.400830 3.216269 5.029741
C -1.291690 4.211950 5.989788
C -0.589250 5.373939 5.707325
C 0.006223 5.538784 4.463360
C -0.098232 4.542440 3.507231
H -3.880810 3.111097 0.731271
H -3.463380 3.627030 2.368394
H -4.022473 0.549522 0.288781
H -5.065998 -1.500883 1.174089
H -5.576045 -1.697053 3.584253
H -5.089605 0.194136 5.100096
H -4.106139 2.266919 4.201318
H 0.122453 1.972457 2.438909
H -1.401800 1.387837 3.123574
H -1.944055 2.307775 5.253133
H -1.757217 4.081731 6.956155
H -0.504320 6.149942 6.453841
H 0.553457 6.444248 4.241182
H 0.366825 4.675290 2.538162

Force components x, y, z for each atom (eV/Å):
0.6 -0.8 0.4
0.0 0.0 0.0
0.0 0.0 0.1
-0.1 0.0 0.0
-0.1 -0.1 -0.2
0.0 0.1 0.0
0.0 -0.1 0.0
0.0 0.2 0.0
0.2 -0.3 0.3
-0.4 0.5 -0.2
-0.2 0.0 0.1
0.1 0.0 -0.1
-0.1 0.0 0.0
0.0 0.0 0.1
-0.2 0.1 0.0
0.1 -0.1 0.0
0.0 -0.1 0.0
0.0 0.0 0.0
0.0 0.1 -0.1
0.0 -0.1 0.1
0.0 0.0 0.0
0.0 0.0 0.0
0.0 0.0 0.0
0.1 0.0 0.0
0.0 0.0 0.0
0.0 0.0 -0.1
0.1 0.0 0.0
0.0 0.1 0.0
-0.1 0.0 -0.1
0.0 -0.1 0.0
0.0 0.0 0.0
0.0 0.0 0.0
0.0 0.0 0.0
0.0 0.0 0.0
0.0 0.0 0.0
0.0 -0.1 0.0
0.0 0.0 -0.1
0.0 0.0 0.0
0.0 0.1 0.0
0.0 0.0 0.0
0.0 0.0 0.0
0.0 0.0 0.0
0.0 0.1 0.0
0.0 0.0 0.0
0.0 -0.1 0.0
0.0 0.0 0.0
0.0 0.0 0.0
0.0 0.0 0.0
0.0 0.0 0.0
-0.1 0.0 0.0
0.0 0.0 0.0
0.1 0.0 0.0
0.1 0.0 -0.1
-0.1 -0.1 0.0
-0.2 -0.3 0.2
0.1 0.1 -0.2
0.2 0.2 0.1
0.1 0.1 0.1
-0.1 0.0 -0.1
-0.2 0.4 -0.4
0.1 0.1 0.0
-0.1 0.0 0.1
0.0 0.0 0.0
0.0 0.0 0.0
-0.1 0.0 -0.1
0.1 0.0 -0.1
0.1 0.1 0.1
-0.1 0.0 0.0
0.0 0.0 0.1
0.0 0.0 -0.1
0.0 -0.1 0.0
0.0 0.0 0.2
0.0 0.0 -0.1
0.0 0.0 0.0
0.0 0.0 0.0
0.0 0.0 0.0
0.0 0.0 0.0
-0.2 0.0 0.1
0.1 0.0 -0.2
0.1 0.0 0.0
0.0 0.0 0.0
0.0 0.0 0.0
0.0 0.0 0.0
0.0 0.0 0.0
0.0 0.0 0.0
0.0 0.0 0.0
-0.1 0.0 0.0
0.1 0.0 0.1
0.0 0.0 0.0
0.0 0.0 0.0
0.0 0.0 0.0
0.0 0.0 0.0
-0.1 0.0 0.0
0.0 0.0 0.0
0.0 0.0 0.0
0.0 0.0 -0.1
0.0 -0.1 0.0
0.0 0.0 0.0
0.0 0.0 0.0
0.0 0.0 0.0
0.1 0.0 0.0
0.0 0.0 0.0
0.0 -0.1 0.0
0.0 0.0 0.0
0.0 0.0 0.0
0.0 0.0 0.0
0.0 0.0 0.0

E_LUMO = -7.09 eV
total energy = -91744.370 eV
gap between HOMO and LUMO = 6.1 eV
molecular weight = 954.86 g mol⁻¹
charge = +2

***

Which value of charge does entry 2 give?
+2